Below is an isolated molecule of C2H3N3OS at a distorted geometry, with properties calculated with wB97M-V/def2-TZVPD.

Summary:
Multiplicity: 1
E: -19473.2948 eV
Structure (SMILES): SCc1nnno1
Gap between HOMO and LUMO: 10.28 eV
LUMO level: 0.30 eV
Charge: 0
Energy relative to the best compared isomer or geometry (same formula, charge and spin): 172.88 kJ/mol

Positions of all 10 atoms, in Å:
C  0.84  0.34  0.42
C  -0.54  0.07  -0.02
H  3.08  0.24  -0.34
H  0.97  1.41  0.31
H  0.96  0.06  1.48
N  -1.45  0.83  -0.55
N  -2.56  0.00  -0.63
N  -2.31  -1.15  -0.26
O  -1.00  -1.18  0.20
S  2.02  -0.60  -0.60

Atomic partial charges in e from the Mulliken method, atoms 1 to 2: number 1, C, carries -0.420; number 2, C, carries 0.499